Record 1
34
Properties=species:S:1:pos:R:3:lowdin_charge:R:1 method="wB97M-V/def2-TZVPD" e_homo_ev="-4.38 / -4.38" charge=-1 energy_ev=-307967.8304 fmax_ev_per_a=3.499 e_lumo_ev="1.5 / 1.5"
Sb -1.186 3.885 -1.466 0.208
Mo 0.202 -0.318 -1.198 0.794
Se 1.226 1.190 -2.579 0.100
Se -0.948 1.619 -0.037 0.036
Se 0.374 3.454 0.614 -0.078
Se -3.088 5.030 -0.592 -0.317
S 1.626 -2.389 -1.436 0.657
F 3.642 -4.249 0.225 0.136
F 5.454 -3.326 0.954 0.110
F 4.886 -3.111 -1.121 0.139
O -1.882 -0.939 -0.376 -0.218
O -1.030 -1.419 -2.365 -0.245
N 1.813 -0.400 0.165 -0.186
C -4.522 2.079 -3.506 -0.095
C 2.454 -1.543 -0.182 -0.682
C -2.849 0.194 -2.335 -0.205
C -2.672 0.543 -3.670 -0.036
C -1.897 -0.733 -1.656 -0.748
C 3.457 0.086 1.803 -0.043
C -4.703 1.719 -2.181 -0.094
C -3.507 1.485 -4.253 -0.082
C 2.287 0.374 1.135 -0.132
C 4.395 -3.151 0.125 -0.606
C -3.867 0.775 -1.597 -0.058
C 3.648 -1.896 0.483 -0.120
C 4.143 -1.068 1.462 -0.004
H -3.352 1.774 -5.287 0.099
H -5.158 2.837 -3.952 0.102
H -1.867 0.087 -4.228 0.112
H -5.471 2.200 -1.586 0.102
H 1.723 1.268 1.348 0.012
H -3.980 0.506 -0.556 0.116
H 5.066 -1.328 1.964 0.122
H 3.817 0.757 2.573 0.107

Record 2
33
Properties=species:S:1:pos:R:3:lowdin_charge:R:1 method="wB97M-V/def2-TZVPD" e_homo_ev="-12.37 / -12.37" multiplicity=5 charge=+1 energy_ev=-49611.0940 fmax_ev_per_a=4.275 e_lumo_ev="-6.0 / -6.7"
Os 0.000 0.000 0.000 1.493
S 0.000 2.483 0.077 0.773
F 0.000 2.679 5.957 0.148
F 0.000 4.977 4.504 0.150
F 0.000 4.908 1.819 0.110
F 0.000 0.268 4.708 0.137
F 0.000 0.077 2.053 -0.076
O -6.034 -1.828 1.807 0.099
O -4.120 -5.479 1.910 -0.029
O 1.735 0.000 0.000 -0.485
N -4.309 -3.286 1.459 0.089
N -2.046 0.000 0.000 -0.225
C 0.000 1.318 2.582 -0.216
C -4.130 1.080 -0.564 0.011
C -4.998 -4.387 2.038 -0.260
C -4.843 0.072 0.082 0.062
C 0.000 3.791 3.874 -0.107
C -4.153 -0.985 0.680 -0.086
C 0.000 3.739 2.483 -0.209
C 0.000 1.393 3.975 -0.117
C -2.747 0.999 -0.581 -0.146
C 0.000 2.622 4.616 -0.111
C -2.766 -0.966 0.625 -0.058
C 0.000 2.501 1.811 -0.502
C -4.910 -2.054 1.371 -0.425
H -2.160 -1.728 1.106 0.119
H -2.148 1.760 -1.073 0.057
H -5.930 0.109 0.116 0.144
H -5.926 -4.578 1.491 0.140
H -5.207 -4.182 3.092 0.141
H -3.478 -3.524 0.940 0.140
H -4.573 -6.234 2.321 0.111
H -4.643 1.909 -1.041 0.130

Record 3
28
Properties=species:S:1:pos:R:3:lowdin_charge:R:1 method="wB97M-V/def2-TZVPD" e_homo_ev=-9.35 charge=0 energy_ev=-26693.4715 fmax_ev_per_a=3.635 smiles="CC1=CC(=O)N=C[C@H]1c1cccc2c1OC(F)(F)O2" e_lumo_ev=-0.2
F -1.161 2.039 3.074 0.152
F -1.182 3.310 1.221 0.168
O 0.779 2.264 1.763 0.146
O -1.088 1.085 0.970 0.149
O -5.017 -1.791 -0.458 0.076
N -3.300 -0.630 -1.284 0.154
C 0.039 0.504 0.539 -0.161
C -2.005 -0.537 -1.384 -0.020
C -3.810 -1.559 -0.419 -0.490
C -1.584 -2.295 0.402 -0.196
C -0.664 2.200 1.797 -0.454
C 1.502 -1.076 -0.569 -0.025
C -0.969 -1.487 -0.730 -0.178
C 0.204 -0.671 -0.228 -0.130
C -0.743 -3.182 1.310 -0.036
C 2.635 -0.335 -0.114 -0.067
C 1.151 1.231 0.960 -0.181
C 2.476 0.809 0.686 0.015
C -2.955 -2.277 0.524 0.046
H -1.389 -3.829 1.953 0.091
H 3.342 1.355 1.094 0.125
H -0.113 -3.869 0.695 0.095
H -1.629 0.188 -2.080 0.122
H -0.617 -2.169 -1.545 0.171
H 3.668 -0.681 -0.331 0.113
H -3.480 -2.806 1.329 0.126
H -0.096 -2.570 1.943 0.081
H 1.681 -2.001 -1.085 0.107

Record 4
25
Properties=species:S:1:pos:R:3:lowdin_charge:R:1 method="wB97M-V/def2-TZVPD" e_homo_ev=-8.90 charge=0 energy_ev=-20438.3198 fmax_ev_per_a=1.022 smiles="O=C(/C=C/c1ccccc1F)c1ccoc1" e_lumo_ev=-0.3
F -0.313 2.279 -0.476 0.067
O 0.025 -2.858 0.394 0.083
O -3.973 -2.140 -1.669 0.028
C -1.986 -2.281 -0.670 -0.141
C 2.749 3.613 0.866 -0.074
C 0.899 -0.207 0.469 0.002
C 0.897 2.299 0.124 -0.210
C -0.679 -1.979 -0.070 -0.366
C 1.509 3.530 0.259 -0.009
C -3.751 -3.437 -1.375 -0.104
C -2.914 -1.448 -1.246 -0.056
C 2.740 1.239 1.188 -0.028
C -0.280 -0.560 -0.065 0.009
C 3.363 2.461 1.331 -0.083
C 1.484 1.113 0.579 -0.146
C -2.552 -3.590 -0.763 0.004
H 3.223 0.344 1.552 0.116
H 1.004 4.408 -0.113 0.119
H 4.331 2.519 1.805 0.104
H -4.514 -4.138 -1.651 0.122
H -2.936 -0.388 -1.409 0.131
H -0.964 0.148 -0.497 0.090
H 3.231 4.573 0.974 0.106
H -2.098 -4.491 -0.410 0.116
H 1.504 -1.009 0.876 0.121

Record 5
31
Properties=species:S:1:pos:R:3:lowdin_charge:R:1 method="wB97M-V/def2-TZVPD" e_homo_ev="-15.18 / -15.19" multiplicity=2 charge=+2 energy_ev=-115286.8326 fmax_ev_per_a=8.385 e_lumo_ev="-9.5 / -9.6"
Se 0.428 2.360 0.926 0.887
Ti 0.888 2.422 -1.695 0.317
O 0.320 -0.888 -2.139 0.189
O -1.981 2.860 -3.147 0.187
O 4.179 1.529 -1.537 0.189
O 1.975 5.313 -0.977 0.226
O 2.116 1.167 -5.792 0.111
N 0.277 -0.398 1.625 -0.060
N -1.467 0.122 0.415 0.137
C -1.642 -3.536 2.344 -0.010
C -0.629 -1.472 1.730 -0.154
C -1.035 2.595 -2.505 -0.057
C 3.013 1.752 -1.533 0.030
C 0.619 0.250 -2.150 -0.019
C 1.640 4.208 -0.898 -0.145
C -1.710 -1.161 0.939 -0.174
C -0.293 0.619 0.907 -0.631
C -2.809 -2.004 0.809 0.015
C -0.545 -2.661 2.451 0.031
C 1.591 -0.387 2.254 -0.002
C 1.647 1.366 -4.739 0.036
C -2.766 -3.190 1.536 -0.027
H 2.246 -1.160 1.828 0.118
H 2.041 0.590 2.074 0.047
H 1.472 -0.591 3.324 0.119
H 0.337 -2.872 3.025 0.118
H -3.602 -3.904 1.494 0.130
H -2.075 0.627 -0.223 0.167
H 1.045 2.671 -3.377 -0.033
H -3.646 -1.727 0.167 0.130
H -1.634 -4.496 2.862 0.125

Record 6
32
Properties=species:S:1:pos:R:3:lowdin_charge:R:1 method="wB97M-V/def2-TZVPD" e_homo_ev="-14.87 / -15.51" multiplicity=5 charge=+2 energy_ev=-42628.3972 fmax_ev_per_a=2.024 e_lumo_ev="-6.6 / -12.1"
Pd 0.028 0.641 0.152 1.322
S -0.010 -6.502 1.534 1.287
O 0.075 6.599 0.070 0.159
O -3.460 2.546 0.110 0.197
O 1.934 0.958 0.120 -0.134
O 3.497 2.585 0.101 0.203
O -1.881 0.935 0.125 -0.137
N 0.060 -6.397 -1.090 0.198
N 0.030 -1.384 0.138 -0.088
N 0.017 2.570 0.112 -0.030
C 0.029 -5.608 0.022 -0.593
C 2.363 2.221 0.106 -0.489
C 0.059 -3.408 -1.134 0.027
C 1.226 4.581 0.087 0.126
C -1.155 3.204 0.104 -0.134
C 1.186 3.219 0.101 -0.129
C -2.323 2.192 0.112 -0.493
C 0.002 5.287 0.083 -0.243
C 0.028 -4.195 0.040 -0.233
C -0.003 -2.111 1.268 -0.068
C 0.059 -2.043 -1.039 -0.067
C -0.005 -3.479 1.263 -0.014
C -1.214 4.569 0.090 0.115
H 0.082 -1.427 -1.927 0.134
H 0.059 -7.408 -1.048 0.134
H 0.085 -5.979 -2.012 0.140
H -0.029 -1.556 2.195 0.136
H 2.161 5.125 0.078 0.157
H -0.032 -4.011 2.210 0.096
H 0.084 -3.847 -2.122 0.122
H -2.173 5.072 0.084 0.151
H -0.777 7.052 0.066 0.149

Record 7
28
Properties=species:S:1:pos:R:3:lowdin_charge:R:1 method="wB97M-V/def2-TZVPD" e_homo_ev=-8.22 charge=0 energy_ev=-89191.9288 fmax_ev_per_a=2.426 smiles=Brc1cccc(Nc2cnnc3ccccc23)c1 e_lumo_ev=-0.4
Br 2.405 -4.695 -1.310 0.709
N -0.891 1.820 -2.851 0.047
N 0.358 -0.118 0.679 0.092
N 0.212 1.072 -2.913 0.034
C -3.453 3.063 -0.600 -0.068
C 0.629 0.453 -1.773 -0.074
C -0.017 0.578 -0.501 -0.127
C -1.938 1.665 0.649 -0.027
C 1.429 -2.194 -0.203 -0.068
C 1.222 -1.238 0.816 -0.232
C -1.530 2.030 -1.690 -0.258
C 1.924 -1.378 2.032 -0.024
C -1.152 1.429 -0.486 -0.121
C -3.066 2.474 0.596 -0.081
C 2.292 -3.304 0.012 -0.653
C 2.799 -2.480 2.241 -0.074
C 2.950 -3.446 1.239 -0.149
C -2.640 2.880 -1.724 0.001
H -1.723 1.229 1.615 0.099
H -0.144 0.167 1.516 0.118
H -4.342 3.685 -0.643 0.106
H 0.879 -2.086 -1.138 0.100
H -3.650 2.654 1.521 0.117
H 3.369 -2.569 3.166 0.105
H -2.946 3.323 -2.653 0.109
H 3.633 -4.293 1.419 0.106
H 1.830 -0.633 2.843 0.114
H 1.561 -0.086 -1.861 0.098

Record 8
32
Properties=species:S:1:pos:R:3:lowdin_charge:R:1 method="wB97M-V/def2-TZVPD" e_homo_ev="-12.20 / -12.62" multiplicity=3 charge=+1 energy_ev=-61136.4545 fmax_ev_per_a=6.437 e_lumo_ev="-6.3 / -5.9"
W -0.411 -0.651 -1.482 1.437
Cl -2.885 -0.766 -1.813 0.638
Cl -4.062 -3.392 -1.394 0.656
Cl -4.428 -1.276 0.599 0.651
O -2.186 -3.395 1.107 0.063
O -0.864 -2.014 -0.117 -0.204
N 0.183 0.651 0.016 -0.133
N 1.397 0.512 0.281 0.145
C -2.564 2.797 1.250 -0.048
C 3.467 -0.614 -0.158 0.012
C 0.147 2.423 1.775 0.004
C -1.832 1.842 0.539 -0.033
C -0.582 3.380 2.489 -0.042
C 1.589 -1.309 -1.476 -0.264
C -1.985 -2.514 0.208 -0.692
C -0.468 1.638 0.787 -0.232
C 3.732 -2.359 -1.814 -0.038
C -1.937 3.566 2.226 -0.049
C 2.106 -0.471 -0.466 -0.288
C 4.275 -1.546 -0.822 -0.036
C -3.258 -2.008 -0.563 -1.380
C 2.385 -2.241 -2.143 -0.072
H -2.504 4.309 2.781 0.120
H 4.358 -3.082 -2.330 0.123
H 3.907 0.013 0.614 0.126
H -3.621 2.937 1.039 0.118
H 1.946 -2.867 -2.914 0.111
H 1.203 2.296 1.998 0.115
H -0.089 3.978 3.251 0.119
H -2.330 1.246 -0.223 0.046
H -0.013 0.551 -2.684 -0.093
H 5.326 -1.633 -0.560 0.120